No. 1
{"formula": "C46H37BMoN10O2P2S5", "method": "ωB97M-V/def2-TZVPD", "total_charge": 0, "homo_ev": [-7.0458, -7.4973], "de_lowest_kcal_mol": 17.7, "spin_multiplicity": 3, "homo_lumo_gap_ha": [0.2527, 0.2542], "lumo_ha": [-0.006, -0.021], "elements": ["Mo", "C", "C", "N", "N", "C", "B", "N", "C", "C", "C", "N", "N", "C", "C", "C", "N", "H", "H", "H", "H", "H", "H", "H", "H", "H", "H", "S", "C", "C", "N", "C", "S", "C", "N", "O", "P", "C", "P", "O", "C", "C", "C", "C", "C", "C", "C", "C", "C", "C", "C", "C", "C", "C", "C", "C", "C", "C", "C", "C", "C", "C", "C", "C", "H", "H", "H", "H", "H", "H", "H", "H", "H", "H", "H", "H", "H", "H", "H", "H", "H", "H", "H", "H", "H", "H", "S", "C", "S", "C", "N", "N", "C", "C", "C", "C", "C", "C", "S", "H", "H", "H", "H", "H"], "coordinates": [[-1.730, 1.151, 1.057], [-2.930, 1.831, -3.111], [-2.237, 1.125, -2.127], [-2.518, 1.620, -0.925], [-3.390, 2.640, -1.106], [-3.647, 2.781, -2.414], [-3.641, 3.624, 0.065], [-2.211, 4.138, 0.408], [-1.660, 5.348, 0.289], [-0.295, 5.241, 0.510], [-0.088, 3.888, 0.769], [-1.247, 3.234, 0.694], [-4.227, 2.851, 1.262], [-5.395, 3.021, 1.893], [-5.563, 2.000, 2.807], [-4.420, 1.215, 2.673], [-3.624, 1.734, 1.741], [-2.929, 1.647, -4.172], [-1.555, 0.298, -2.225], [-4.320, 3.551, -2.756], [-4.356, 4.529, -0.265], [-2.270, 6.203, 0.045], [0.437, 6.030, 0.501], [0.808, 3.354, 1.049], [-6.030, 3.857, 1.645], [-6.386, 1.847, 3.483], [-4.127, 0.314, 3.186], [-1.179, -0.700, 2.579], [-0.611, -0.121, 4.116], [-0.122, -1.114, 5.041], [0.305, -1.911, 5.752], [-0.582, 1.184, 4.382], [-0.992, 2.325, 3.153], [-0.153, 1.714, 5.653], [0.171, 2.164, 6.661], [0.051, 0.775, -0.137], [1.327, 0.373, -0.815], [2.823, 1.068, -0.073], [3.002, 0.731, 1.711], [1.678, 0.753, 2.387], [3.872, -0.824, 1.890], [3.647, -1.486, 3.101], [4.255, -2.709, 3.343], [5.084, -3.274, 2.382], [5.318, -2.616, 1.184], [4.715, -1.390, 0.939], [4.085, 2.022, 2.333], [5.459, 2.047, 2.093], [6.244, 3.034, 2.667], [5.660, 3.996, 3.482], [4.293, 3.978, 3.720], [3.500, 2.987, 3.152], [1.301, 1.053, -2.478], [1.072, 2.429, -2.578], [0.943, 3.025, -3.821], [1.031, 2.251, -4.973], [1.242, 0.884, -4.881], [1.375, 0.280, -3.635], [1.541, -1.393, -0.895], [2.638, -1.972, -1.542], [2.760, -3.349, -1.591], [1.791, -4.150, -0.991], [0.704, -3.578, -0.349], [0.571, -2.196, -0.302], [2.760, 2.154, -0.181], [3.676, 0.711, -0.657], [2.981, -1.051, 3.838], [4.072, -3.220, 4.280], [5.545, -4.237, 2.564], [5.967, -3.057, 0.438], [4.914, -0.881, 0.002], [5.917, 1.289, 1.465], [7.313, 3.044, 2.495], [6.278, 4.755, 3.946], [3.842, 4.724, 4.361], [2.436, 2.936, 3.358], [0.969, 3.031, -1.680], [0.766, 4.091, -3.892], [0.920, 2.716, -5.945], [1.299, 0.281, -5.778], [1.514, -0.791, -3.571], [3.395, -1.350, -2.008], [3.607, -3.802, -2.090], [1.888, -5.228, -1.029], [-0.048, -4.200, 0.119], [-0.275, -1.747, 0.196], [-5.112, -2.459, -4.742], [-4.476, -2.432, -3.209], [-4.309, -0.962, -2.319], [-3.473, -1.777, -1.026], [-3.364, -3.045, -1.233], [-3.947, -3.413, -2.435], [-3.869, -4.814, -2.742], [-4.841, -5.435, -3.509], [-4.734, -6.794, -3.773], [-3.675, -7.534, -3.272], [-2.718, -6.904, -2.486], [-2.810, -5.549, -2.217], [-2.943, -1.147, 0.522], [-5.675, -4.871, -3.895], [-5.495, -7.273, -4.375], [-3.597, -8.592, -3.486], [-1.891, -7.471, -2.075], [-2.080, -5.054, -1.594]], "lowdin_spin": [1.76, 0.00, 0.01, -0.01, 0.00, 0.01, 0.00, 0.01, 0.01, 0.00, 0.01, 0.00, 0.01, 0.02, 0.01, 0.02, 0.01, 0.00, 0.00, 0.00, 0.00, 0.00, 0.00, 0.00, 0.00, 0.00, 0.00, 0.04, 0.01, 0.00, 0.00, 0.02, 0.02, 0.00, 0.00, 0.05, 0.01, 0.00, 0.00, 0.00, 0.00, 0.00, 0.00, 0.00, 0.00, 0.00, 0.00, 0.00, 0.00, 0.00, 0.00, 0.00, 0.00, 0.00, 0.00, 0.00, 0.00, 0.00, 0.00, 0.00, 0.00, 0.00, 0.00, 0.00, 0.00, 0.00, 0.00, 0.00, 0.00, 0.00, 0.00, 0.00, 0.00, 0.00, 0.00, 0.00, 0.00, 0.00, 0.00, 0.00, 0.00, 0.00, 0.00, 0.00, 0.00, 0.00, 0.00, 0.00, 0.00, 0.00, 0.00, 0.00, 0.00, 0.00, 0.00, 0.00, 0.00, 0.00, -0.01, 0.00, 0.00, 0.00, 0.00, 0.00]}

---

No. 2
{"formula": "C6H11N2O2", "method": "ωB97M-V/def2-TZVPD", "total_charge": 1, "homo_ev": [-11.8579, -12.1793], "de_lowest_kcal_mol": 152.8, "spin_multiplicity": 1, "homo_lumo_gap_ha": [0.2505, 0.2658], "lumo_ha": [-0.185, -0.182], "elements": ["C", "C", "C", "C", "C", "C", "N", "N", "O", "O", "H", "H", "H", "H", "H", "H", "H", "H", "H", "H", "H"], "coordinates": [[-2.034, 0.363, -0.635], [1.320, -1.541, 0.811], [-1.196, 1.630, -0.708], [0.313, 0.672, 0.926], [2.028, -2.630, 1.591], [-1.095, 2.354, -2.021], [-1.732, -0.299, 0.350], [0.163, 1.248, -0.341], [0.867, -1.888, -0.415], [1.168, -0.378, 1.292], [-1.511, 2.191, 0.150], [0.221, 1.313, 1.747], [2.494, -2.094, 2.393], [2.632, -3.181, 0.941], [1.194, -3.237, 2.036], [-1.911, 2.899, -2.298], [-1.258, 1.532, -2.709], [-0.098, 2.858, -2.161], [-2.078, -1.120, 0.795], [-0.164, -1.617, -0.571], [0.675, 0.924, -1.174]], "mulliken_charge": [-0.17, 0.85, 0.49, -0.43, -0.95, -1.42, -0.23, -0.19, -0.43, -0.22, 0.29, 0.28, 0.32, 0.38, 0.29, 0.44, 0.41, 0.29, 0.17, 0.41, 0.39]}

---

No. 3
{"formula": "C18H25BN8O4PPdTe", "method": "ωB97M-V/def2-TZVPD", "total_charge": 0, "homo_ev": [-7.7904, -7.8289], "de_lowest_kcal_mol": 0.0, "spin_multiplicity": 2, "homo_lumo_gap_ha": [0.2822, 0.2528], "lumo_ha": [-0.004, -0.035], "elements": ["Pd", "C", "C", "N", "N", "C", "B", "N", "C", "C", "C", "N", "N", "C", "C", "C", "N", "N", "C", "C", "C", "N", "H", "H", "H", "H", "H", "H", "H", "H", "H", "H", "H", "H", "C", "C", "O", "H", "H", "H", "C", "C", "O", "P", "O", "Te", "O", "C", "C", "H", "H", "H", "H", "H", "H", "H", "H", "H", "H"], "coordinates": [[-0.699, 0.617, 0.504], [-0.754, -1.192, 4.459], [-1.311, -0.388, 3.462], [-0.582, -0.470, 2.358], [0.452, -1.304, 2.608], [0.360, -1.756, 3.873], [1.352, -1.742, 1.419], [2.106, -0.513, 0.834], [3.422, -0.377, 0.579], [3.616, 0.823, -0.070], [2.337, 1.378, -0.180], [1.451, 0.570, 0.386], [0.411, -2.331, 0.333], [0.087, -3.622, 0.107], [-0.966, -3.655, -0.778], [-1.253, -2.307, -1.026], [-0.428, -1.522, -0.350], [2.402, -2.775, 1.797], [3.087, -3.574, 0.939], [4.141, -4.123, 1.621], [4.032, -3.578, 2.915], [3.000, -2.762, 3.012], [-1.109, -1.341, 5.463], [-2.186, 0.241, 3.482], [1.103, -2.431, 4.257], [4.125, -1.140, 0.868], [4.546, 1.232, -0.423], [2.003, 2.293, -0.641], [0.620, -4.422, 0.591], [-1.459, -4.523, -1.179], [-2.025, -1.870, -1.638], [2.787, -3.677, -0.091], [4.877, -4.813, 1.247], [4.661, -3.749, 3.775], [0.311, 3.050, 1.937], [-0.938, 2.253, 1.680], [-1.973, 2.439, 2.214], [0.795, 2.577, 2.795], [0.019, 4.065, 2.202], [0.993, 3.054, 1.100], [-4.393, 4.489, -2.685], [-3.004, 4.362, -2.107], [-2.315, 3.283, -2.783], [-1.556, 2.206, -1.892], [-0.516, 2.752, -0.970], [-3.127, 0.892, -0.646], [-0.829, 1.331, -3.000], [-1.556, 0.606, -4.008], [-0.701, -0.556, -4.455], [-4.918, 5.317, -2.206], [-4.959, 3.574, -2.513], [-4.345, 4.678, -3.757], [-3.043, 4.158, -1.034], [-2.413, 5.263, -2.264], [-1.766, 1.292, -4.830], [-2.505, 0.260, -3.589], [0.236, -0.200, -4.881], [-1.231, -1.136, -5.212], [-0.474, -1.205, -3.609]], "lowdin_spin": [0.71, 0.00, 0.00, 0.08, 0.01, 0.00, 0.00, 0.00, 0.00, 0.00, 0.01, 0.05, 0.00, 0.00, 0.00, 0.00, 0.01, 0.00, 0.00, 0.00, 0.00, 0.00, 0.00, 0.00, 0.00, 0.00, 0.00, 0.00, 0.00, 0.00, 0.00, 0.00, 0.00, 0.00, -0.01, -0.04, -0.03, 0.00, 0.00, 0.00, 0.00, 0.00, 0.01, 0.02, 0.08, 0.09, 0.00, 0.00, 0.00, 0.00, 0.00, 0.00, 0.00, 0.00, 0.00, 0.00, 0.00, 0.00, 0.00]}

---

No. 4
{"formula": "C6H6ClN", "method": "ωB97M-V/def2-TZVPD", "total_charge": 0, "homo_ev": -9.3920, "de_lowest_kcal_mol": 101.4, "smiles": "C#CC(Cl)(C#C)CN", "spin_multiplicity": 1, "homo_lumo_gap_ha": 0.3649, "lumo_ha": 0.020, "elements": ["C", "C", "C", "Cl", "C", "C", "C", "N", "H", "H", "H", "H", "H", "H"], "coordinates": [[2.178, -0.798, 1.105], [1.144, -0.785, 0.496], [-0.116, -0.534, -0.201], [0.075, -1.093, -1.987], [-1.274, -1.184, 0.430], [-2.219, -1.766, 0.880], [-0.457, 0.975, -0.370], [0.556, 1.870, -0.850], [3.101, -0.742, 1.595], [-3.108, -2.133, 1.364], [-1.404, 1.038, -0.979], [-0.652, 1.362, 0.670], [1.419, 1.881, -0.285], [0.756, 1.908, -1.868]], "mulliken_charge": [0.22, -1.06, 0.98, -0.20, -1.03, 0.33, -0.80, -0.53, 0.46, 0.47, 0.38, 0.33, 0.22, 0.24]}

---

Energy for the records above, in order: -142590.1146 -13463.5059 -59925.1371 -20327.5910 eV
Max |F| for the records above, in order: 0.8 3.4 0.4 1.6 eV Å⁻¹